# C3H15NO4

A 5-piece molecular cluster, C3H15NO4 overall at a distorted geometry (ωB97M-V with the def2-TZVPD basis set, the OMol25 dataset).

```
23
Properties=species:S:1:pos:R:3:forces:R:3
C -2.61441 0.95218 0.07622 -0.48 -0.96 1.01
C -1.35421 0.75122 -0.27912 -0.20 0.85 -0.38
C -0.91672 0.77205 -1.71266 0.84 0.06 -0.17
N 0.25090 1.66525 -1.94009 -0.67 0.05 -0.40
H -2.91704 0.97546 1.13075 0.21 0.12 -0.36
H -3.44563 0.85992 -0.61757 0.20 0.43 -0.18
H -0.55672 0.74003 0.46628 -0.22 -0.07 -0.11
H -0.59140 -0.21237 -2.02888 0.00 -0.38 0.01
H -1.74273 1.05138 -2.38518 0.34 0.07 0.29
H 0.94583 1.58756 -1.21127 -0.02 -0.17 0.05
H -0.03570 2.63570 -1.97066 -0.04 -0.01 0.10
O 1.87251 -1.72506 0.05637 0.96 0.58 -0.16
H 2.64838 -2.02506 -0.44268 -0.45 -0.17 0.08
H 2.20055 -0.88132 0.43849 -0.20 -0.54 0.27
O -0.54787 -2.99555 -0.37077 -0.06 0.50 0.62
H 0.34724 -2.73570 -0.08168 -0.21 -0.14 -0.38
H -1.09242 -2.30225 0.03854 -0.02 -0.38 -0.37
O 0.45745 -0.32350 2.27383 -1.78 -0.94 0.06
H -0.46311 -0.45718 2.56447 0.25 0.72 0.60
H 0.41715 -1.06733 1.65395 1.06 0.00 -0.24
O 2.62535 0.61440 1.34554 0.55 0.43 -0.95
H 2.55695 1.06437 2.18457 -0.05 -0.14 0.52
H 1.95565 1.05577 0.81155 -0.01 0.09 0.09
```
Forces are in eV/Å.

SMILES	C=CCN.O.O.O.O
energy relative to the best compared isomer or geometry (same formula, charge and spin)	161.0	kJ/mol
HOMO energy	-9.5	eV
frontier orbital gap	9.9	eV
total charge	0
total energy	-13033.3693	eV

Results of the Löwdin charge analysis, in e, for atoms 1 through 8:
1 C -0.003
2 C -0.201
3 C -0.272
4 N -0.002
5 H 0.054
6 H 0.059
7 H 0.069
8 H 0.098